1.
C26H46Cl2GaO2P2 | the ωB97M-V functional and the def2-TZVPD basis

```
79
Properties=species:S:1:pos:R:3:mulliken_charge:R:1
H 0.208 -4.821 -1.519 0.496
H -1.300 0.963 3.160 -0.308
C 2.509 -0.350 -3.800 -1.203
H -0.760 -3.338 -1.783 0.083
H 1.246 -1.103 -5.379 0.488
C -2.486 1.019 1.412 0.646
H -3.047 3.790 0.258 0.378
H 2.428 -2.802 1.519 0.285
C 0.321 -1.852 -3.629 -0.404
H -0.586 2.268 -3.930 0.625
H 4.260 2.494 1.297 0.465
C -3.357 -1.694 -1.006 -1.146
H 2.772 0.769 -1.921 0.033
C -0.799 -1.097 -3.607 -0.074
C 1.225 -0.685 2.094 -1.137
H 1.612 1.885 2.736 0.165
H 3.448 -0.827 -3.480 0.342
H 2.833 0.340 -4.600 0.536
C 1.566 -1.434 -4.382 -1.665
H -3.754 -1.540 2.608 0.346
H -1.971 0.523 -4.386 0.367
C -2.150 1.529 2.748 -0.866
C 3.821 1.650 0.737 -1.382
C -2.896 0.839 -0.848 0.869
C -0.929 0.176 -4.404 -1.671
C -2.784 -0.345 1.121 0.820
H 0.624 3.199 1.986 0.156
C 0.013 1.339 -4.004 -1.629
H 0.707 1.557 -4.840 0.459
H -1.375 3.449 0.746 0.235
C 1.984 0.464 -2.652 0.508
C 1.621 2.712 1.995 -1.041
H 3.789 0.737 1.361 0.201
H 2.297 -4.483 0.854 0.573
H -3.210 -2.597 -0.398 0.292
H 0.428 1.768 -1.879 0.335
C 0.997 -1.050 3.625 0.020
H 4.392 1.459 -0.188 0.427
O 2.436 -0.719 1.776 -0.674
H -3.417 0.373 -2.890 0.444
H 2.549 3.476 -1.577 0.364
H 0.865 -3.698 1.608 0.253
C -2.168 3.164 0.040 -1.682
H 3.500 -2.483 -1.430 0.266
C -0.126 -3.883 -1.069 -1.217
C 2.348 3.665 -0.518 -1.492
H 3.201 4.159 -0.054 0.466
Ga 0.474 -0.682 -1.096 0.963
H -4.408 -1.683 -1.345 0.312
H -1.737 -1.519 -3.226 0.413
C 0.764 1.145 -2.723 0.503
Cl 0.470 0.395 4.537 -0.167
H -0.761 -0.082 -5.467 0.689
H -4.056 1.901 -2.285 0.509
H -2.732 -1.817 -1.902 0.033
C -3.027 -0.466 -0.277 0.321
H 2.456 -3.111 -2.759 0.182
H -2.347 1.774 -2.692 0.008
C 1.771 -3.527 1.009 -0.979
C -2.507 1.730 0.185 0.578
H -0.696 -4.078 -0.153 0.406
Cl -0.101 -2.471 3.786 -0.186
H 0.274 -2.916 -3.372 1.133
H -1.853 2.585 2.763 0.397
C -3.186 1.225 -2.241 -1.576
O 0.223 -0.403 1.355 0.031
H -2.591 -2.400 1.569 0.256
H 1.459 4.299 -0.448 0.366
H -2.003 -1.323 2.831 0.069
H 1.944 -1.376 4.056 0.491
C 2.707 -3.203 -1.694 -1.243
P 2.076 2.065 0.329 1.104
H -2.975 1.392 3.459 0.344
C -2.793 -1.455 2.082 -1.392
P 1.305 -2.883 -0.618 1.028
H 2.155 -2.349 -4.566 0.642
H -1.817 3.425 -0.968 0.297
H 3.039 -4.222 -1.472 0.597
H 2.395 3.454 2.276 0.519
```

Results
frontier orbital gap (alpha / beta): 5.0 / 5.5 eV
charge: +1
electronic energy: -4696.29079 a.u.

2.
C26H46NO9PS | the ωB97M-V functional and the def2-TZVPD basis

```
84
Properties=species:S:1:pos:R:3:mulliken_charge:R:1
H 1.750 0.751 0.373 0.901
S 2.436 -0.898 1.798 1.655
C -0.527 -2.203 -2.116 -1.434
C -5.257 1.724 0.938 -0.892
H 0.141 0.579 -1.834 0.473
H 0.111 2.120 6.216 0.447
C 6.128 -0.520 -1.871 -0.244
H -4.733 -2.209 2.620 0.427
H -6.367 3.676 -0.893 0.294
O 2.051 -2.212 2.288 -0.711
C -5.468 3.334 -1.408 -1.190
H 6.699 1.550 -1.639 0.377
H 1.785 1.374 -5.115 0.440
H 3.721 -0.028 -2.118 0.323
H -1.268 -3.692 1.109 0.340
H -5.618 2.335 -1.818 0.324
H 0.106 -4.837 -1.946 0.309
C 1.342 -0.003 -3.492 -0.002
H -1.611 3.525 2.766 0.643
O -1.927 -0.523 2.275 0.427
H -2.304 -2.259 3.401 0.393
C -1.390 2.458 2.829 0.713
H 6.590 0.654 -0.078 0.279
H -1.728 1.227 0.560 0.568
H 2.318 -2.574 -2.104 0.932
O -0.701 -1.118 -0.122 -0.503
O 0.098 -0.045 -4.173 -0.640
C 4.181 -0.928 1.390 -0.977
C 1.494 -0.940 -1.024 2.186
H 3.047 -2.422 -0.543 0.833
H -1.638 -3.922 -0.496 0.417
C 1.169 0.241 -1.973 -1.920
H -0.052 -0.230 3.024 0.274
C -4.123 -1.301 2.689 -1.166
H -5.893 1.148 0.255 0.295
H -0.273 1.745 -0.231 0.718
H 0.616 1.711 2.428 0.521
H 5.944 -0.332 -2.936 0.312
N -1.009 -4.189 0.264 -0.813
C 6.164 0.786 -1.071 -1.010
H -5.802 0.705 2.750 0.427
C -1.139 -2.543 -3.096 -0.538
H 1.903 -0.918 -3.701 0.642
C -2.650 -1.706 2.521 -0.076
C -0.216 2.135 1.864 -1.456
H -4.343 4.176 0.253 0.399
H 4.481 -1.891 0.989 0.463
C -0.641 1.243 0.668 -1.188
H -1.548 -3.118 -3.894 0.534
O -4.506 -0.446 1.634 -0.390
P 0.579 -3.634 -0.159 0.282
O -4.080 2.117 0.253 0.071
H 4.678 -0.775 2.349 0.581
O 0.916 -4.556 -1.500 -0.476
H -0.317 -1.809 2.238 0.837
H 1.947 2.110 -3.541 0.330
C -0.447 2.079 5.312 -0.123
H -4.131 1.274 2.718 0.114
H 1.816 1.076 -1.694 0.679
C 2.691 -1.834 -1.391 -1.872
H 0.050 -0.860 -4.670 0.403
C -4.260 3.332 -0.447 -0.521
O 5.122 -1.428 -1.423 -0.418
H 3.954 -1.457 -3.086 0.311
H 5.142 1.169 -0.963 0.202
H -3.363 3.496 -1.046 0.345
H 7.111 -0.991 -1.808 0.384
H 0.141 3.086 1.461 0.402
C 2.138 1.188 -4.101 -1.573
C 1.429 -0.299 0.410 -1.015
C -0.511 -0.738 2.175 -2.254
C 0.234 -1.879 -0.869 1.492
H -5.277 4.026 -2.230 0.372
H 3.218 1.024 -4.076 0.214
H -5.785 2.604 1.327 0.499
H -2.611 -2.323 1.612 -0.064
H -4.281 -0.840 3.669 0.440
C -4.919 0.819 2.104 -0.145
C -0.088 -0.178 0.789 1.161
O 2.279 0.124 2.838 -0.769
H 4.437 -0.092 0.742 0.030
C 3.889 -1.109 -2.042 -1.252
H -2.260 1.852 2.594 -0.922
C -0.983 2.233 4.247 -0.879
```

Results
SMILES: C#CCCC[C@@]1(COCCOCCOCC)O[C@](C#C)(P(N)O)[C@@](CCOCC)(C[C@H](C)O)[C@@H]1S(C)(=O)=O
frontier orbital gap: 8.7 eV
charge: 0
electronic energy: -2489.50480 a.u.

3.
C26H46OP2Sn | the ωB97M-V functional and the def2-TZVPD basis

```
76
Properties=species:S:1:pos:R:3:mulliken_charge:R:1
H -2.720 -2.415 2.329 0.352
H 1.920 -0.799 -4.833 0.357
H 0.597 2.998 -5.414 0.400
H 3.423 1.051 -0.636 0.482
H 0.097 2.770 0.210 0.364
H -1.887 0.366 4.849 0.247
C -1.806 -3.003 2.443 -1.360
C -2.069 0.783 -5.095 -0.301
H 3.392 -2.010 4.139 0.384
H 3.135 2.018 2.708 0.333
C 0.348 -0.720 -6.373 -0.963
C -1.096 -1.649 -0.961 -1.228
H -0.694 -2.244 -5.252 0.274
P -0.977 -0.151 0.108 1.005
H -2.774 1.439 0.459 0.433
H 0.128 0.032 -7.133 0.340
H -2.872 1.168 -4.466 0.421
H -1.123 2.336 4.930 0.446
H 0.283 1.108 5.280 0.135
C -0.170 1.048 -1.086 -0.712
H 1.689 3.037 2.477 0.317
C 0.721 -2.289 2.473 0.544
C -0.958 -1.401 -5.906 -0.599
C 0.057 2.177 -4.916 -0.412
H -1.796 2.763 -5.826 0.419
H -2.010 -3.800 3.171 0.382
C -1.206 1.842 -5.739 -0.980
H 3.387 -0.356 3.515 0.342
H 1.628 -4.207 2.085 0.305
H -2.351 2.836 3.887 0.415
H -0.930 1.561 -1.685 0.653
H 2.080 -2.936 0.936 0.388
H 1.418 2.557 -0.971 0.726
H -3.347 -0.222 0.787 0.357
C -1.928 -0.713 4.675 -0.987
C -1.258 2.628 3.898 -1.879
C -0.658 -2.157 2.907 0.164
H 0.480 -3.677 0.847 0.363
H 3.797 0.060 0.795 0.441
C -0.950 1.794 2.658 0.799
H 2.667 -0.554 -0.422 0.340
H -1.452 -1.855 -6.779 0.364
C -1.956 -0.548 -5.167 -0.497
C -2.733 0.398 0.123 -1.582
H 2.974 3.051 1.248 0.507
H -3.110 0.356 -0.902 0.515
C 0.640 -0.696 4.183 0.137
C 1.021 1.054 -4.640 -0.491
P 1.598 1.097 1.019 0.713
C 1.019 0.298 5.237 -0.972
C 1.255 -3.330 1.536 -1.433
H -2.840 -0.928 4.112 0.304
O -1.377 2.414 1.718 -0.519
H -2.001 -1.221 5.646 0.355
H -2.693 -1.127 -4.608 0.531
H -1.424 -1.380 -1.972 0.433
C 1.151 -0.138 -5.235 -0.247
C 3.008 0.347 0.095 -1.312
H 0.439 0.448 -1.773 0.112
H -1.587 -3.485 1.487 0.281
C 1.516 -1.410 3.302 0.307
C 3.013 -1.367 3.333 -1.278
H -0.260 2.586 -3.946 0.131
H -1.815 -2.354 -0.537 0.447
H 3.443 -1.731 2.396 0.298
H 0.957 -1.484 -6.872 0.404
C 2.439 2.425 1.966 -1.277
C -0.713 -1.171 3.932 0.349
H -0.737 3.605 3.798 0.311
H 1.073 -0.171 6.229 0.357
H 1.712 1.264 -3.822 0.538
H 1.995 0.744 5.024 0.292
H -0.119 -2.136 -1.016 0.358
H -0.927 1.567 -6.757 0.354
C 0.714 2.033 -0.314 -1.008
Sn 0.111 -0.223 2.100 0.705
```

Results
frontier orbital gap: 7.2 eV
ΔE to the lowest compared entry with this formula, charge and spin: 158.9 kJ/mol
charge: +2
electronic energy: -1989.80879 a.u.

4.
C26H47BN5O6S | the ωB97M-V functional and the def2-TZVPD basis

```
86
Properties=species:S:1:pos:R:3:mulliken_charge:R:1
H -6.713 1.675 5.818 0.189
H 1.791 4.566 0.306 0.249
C -3.810 -2.048 1.309 -1.633
C 1.921 -0.894 0.349 -2.933
H 8.553 3.381 -0.398 0.403
C -3.584 -1.812 -0.182 0.360
C 0.474 0.021 -1.692 -1.385
H -4.243 1.567 0.181 0.571
H -1.734 -2.931 0.054 0.015
C -5.060 0.526 5.185 -1.011
N 0.841 1.049 -0.651 0.249
H 1.403 -1.819 -7.230 0.414
H -5.269 -0.367 5.749 0.389
O -1.092 -0.707 3.557 -0.524
O 1.141 -5.423 0.304 -0.542
O 2.583 2.749 0.808 -0.645
H 3.707 1.390 2.792 0.306
H 1.616 4.128 2.014 0.314
N 6.072 1.365 0.207 0.051
H 0.569 3.374 0.799 0.232
C -0.012 -1.284 -1.086 -1.001
C -2.164 -2.173 -0.611 -0.704
H 6.462 -0.363 -0.991 0.363
H 2.707 -0.789 -0.418 0.557
H 0.900 -6.060 0.989 0.353
O 3.472 0.876 2.003 -0.431
S 0.237 -0.690 3.035 1.007
H 1.990 -4.035 1.582 0.367
C 0.182 0.467 1.674 -0.072
C -5.402 2.614 4.458 -0.653
H 2.470 -3.115 -0.552 0.527
H -2.169 -2.581 -1.629 0.273
C -4.254 2.157 3.866 -0.480
B 2.515 1.456 1.234 0.349
H 1.840 2.428 -6.511 0.380
H 2.621 0.423 -8.147 0.399
C 1.965 0.348 -7.296 -0.381
O 1.391 -0.359 3.817 -0.639
C -5.544 -0.381 -0.827 -1.692
H 0.132 1.399 2.251 0.818
C 1.328 -0.828 -6.815 -0.565
N 0.748 0.875 -5.528 0.034
H -0.058 -1.061 -5.087 0.416
N -5.883 1.615 5.257 0.045
C 7.838 2.578 -0.349 -0.601
H 2.418 -1.276 1.241 0.530
C -3.500 0.771 0.131 -0.666
C 1.401 -3.169 -0.323 -0.790
C 7.889 1.345 -1.056 -0.530
C 6.788 0.619 -0.692 -0.417
H 1.357 -0.146 -2.309 0.366
C 1.579 3.752 0.993 -0.544
H 5.214 1.087 0.646 0.403
N 0.874 -1.819 -0.073 1.207
H -5.902 0.626 -1.042 0.451
C 1.177 -4.119 0.851 -0.506
H 6.304 3.292 1.099 0.376
H 0.049 1.671 -0.481 0.532
H 0.308 1.422 -4.814 0.186
H -0.780 0.328 1.177 -0.805
H -5.911 3.559 4.380 0.398
H -3.216 -1.384 1.936 0.243
H -3.267 0.500 1.160 -0.085
C -4.019 -0.419 -0.700 0.742
H -3.604 -0.321 -1.709 0.231
O -1.311 -1.017 -0.620 0.241
H -6.025 -0.715 0.094 0.313
H -4.857 -1.919 1.583 0.380
H 0.232 -3.864 1.346 0.235
H -2.600 1.201 -0.318 -0.108
H -4.222 -2.528 -0.711 0.468
H -0.083 -1.993 -1.922 0.714
H 1.584 1.644 -1.028 0.561
H 0.907 -3.609 -1.189 0.391
H -3.640 2.717 3.181 0.384
H -3.219 0.179 4.060 0.567
H -0.307 0.445 -2.317 0.368
H 0.472 -1.867 2.415 -0.075
C -4.034 0.829 4.329 0.210
C 1.356 0.483 0.675 1.198
H 8.652 1.028 -1.747 0.397
C 1.588 1.382 -6.485 -0.528
H -3.531 -3.071 1.569 0.486
C 6.706 2.560 0.420 -0.345
H -5.886 -1.043 -1.625 0.407
C 0.581 -0.473 -5.725 -0.331
```

Results
frontier orbital gap: 6.9 eV
charge: +1
electronic energy: -2166.92144 a.u.